Entry 1:
85
Properties=species:S:1:pos:R:3:forces:R:3:lowdin_charge:R:1 method="wB97M-V/def2-TZVPD" smiles="CCC(=O)OCCc1c(N)c(N)c2c(c1CN)C(=O)N([C@@H](Cl)CC)C2=O.c1ccccc1.c1ccccc1.c1ccccc1" e_tot_ev=-63633.1183 orbital_gap_ev=8.50 e_homo_ev=-8.5
C -5.9608 4.5221 2.1059 -0.291 0.450 0.258 -0.0977
C -5.7582 4.2070 0.6243 0.849 0.210 0.194 -0.1450
C -5.1538 2.8276 0.4097 -1.274 0.151 0.664 -0.4873
O -5.6262 1.8652 0.9719 0.665 0.092 -0.495 0.1090
O -4.1226 2.7924 -0.4531 -0.677 -0.424 0.389 -0.0141
C -3.6307 1.4760 -0.7198 1.616 0.117 -1.283 -0.1264
C -2.1626 1.6519 -1.2247 -0.182 -0.365 0.857 -0.0856
C -1.2215 1.4640 -0.0290 -0.435 0.641 -1.318 -0.1068
C -1.0498 2.5490 0.8189 0.395 0.793 0.421 -0.1791
N -1.6681 3.7976 0.5985 0.467 -0.016 -0.689 0.1279
C -0.2404 2.4418 1.9536 -0.432 0.563 0.805 -0.2003
N -0.0486 3.4783 2.8789 -0.487 0.288 -0.248 0.1372
C 0.3635 1.2492 2.1599 0.984 -1.924 0.643 -0.0578
C 0.2332 0.1572 1.3029 -0.063 -0.419 0.210 -0.0266
C -0.5776 0.2525 0.1847 -0.057 -1.136 -0.193 -0.0938
C -0.7537 -0.9197 -0.7815 -0.380 0.255 0.387 -0.1936
N -1.0240 -2.2141 -0.1328 -0.054 0.529 -0.587 0.0167
C 1.0871 -0.9673 1.8614 -0.076 0.552 -0.471 -0.3186
O 1.1320 -2.1485 1.6325 0.311 0.735 -0.061 0.1298
N 1.9530 -0.3367 2.8279 0.169 -0.311 0.020 0.0003
C 3.3198 -0.0840 2.3066 0.439 -0.305 1.400 -0.5420
Cl 3.6760 1.7014 2.3049 -0.219 -0.243 -0.332 0.7013
C 4.3311 -0.8137 3.2318 0.169 0.548 -0.184 -0.2324
C 5.6689 -0.0934 3.4834 0.096 -0.988 0.132 -0.1435
C 1.2565 0.8149 3.2957 -0.923 1.494 -0.200 -0.4120
O 1.3048 1.3300 4.3845 0.416 -0.652 -0.524 0.1249
H -6.4150 5.5151 2.1982 0.029 -0.096 -0.096 0.0727
H -6.6409 3.8340 2.6095 0.207 -0.161 -0.148 0.0766
H -5.0216 4.5832 2.6618 -0.016 -0.262 -0.137 0.0772
H -5.0841 4.9642 0.2123 -0.212 -0.100 -0.219 0.1116
H -6.7248 4.2567 0.1184 0.155 -0.115 -0.158 0.1220
H -4.2003 1.0132 -1.5309 -0.339 0.060 0.345 0.1273
H -3.5697 0.8339 0.1557 -0.612 0.157 0.084 0.1343
H -2.0161 2.6256 -1.6983 -0.172 -0.090 -0.049 0.1121
H -1.9646 0.8980 -1.9821 0.000 0.272 -0.027 0.0924
H -1.7387 3.9432 -0.4029 -0.533 0.126 0.129 0.0828
H -1.0930 4.5653 0.9248 -0.012 -0.091 0.109 0.0863
H -0.6031 4.2958 2.6715 -0.037 -0.051 0.150 0.0700
H -0.2666 3.1804 3.8218 0.447 -0.032 0.063 0.1006
H 0.1345 -0.9326 -1.4225 -0.104 -0.337 -0.004 0.1367
H -1.6125 -0.7114 -1.4214 0.291 -0.054 -0.043 0.0770
H -1.2066 -2.0478 0.8452 0.143 -0.358 0.078 0.0670
H -0.2251 -2.8198 -0.2366 0.039 -0.013 0.461 0.0623
H 3.3850 -0.3983 1.2655 -0.044 -0.003 0.084 0.1165
H 4.5022 -1.8161 2.8274 -0.129 0.105 -0.064 0.1101
H 3.8216 -0.9356 4.1875 0.019 -0.071 -0.082 0.1103
H 6.0830 0.3890 2.5991 -0.118 0.133 0.106 0.0577
H 5.5710 0.5922 4.3239 0.064 0.260 -0.305 0.0695
H 6.3963 -0.8562 3.7876 -0.031 0.144 0.012 0.0530
C -5.7739 0.9785 -6.7369 -0.010 0.000 0.007 -0.0946
C -4.5511 1.3246 -6.1787 0.021 -0.010 -0.013 -0.0983
C -4.5044 1.9257 -4.9284 0.000 -0.021 0.036 -0.0999
C -5.6804 2.1722 -4.2326 0.029 0.008 0.048 -0.0983
C -6.9029 1.8229 -4.7890 -0.018 0.001 -0.002 -0.0923
C -6.9500 1.2298 -6.0431 0.015 -0.006 -0.002 -0.0937
H -5.8108 0.5125 -7.7133 0.002 0.002 0.007 0.1009
H -3.6338 1.1264 -6.7189 -0.004 0.012 -0.002 0.0988
H -3.5505 2.2019 -4.4952 -0.001 -0.002 -0.005 0.0952
H -5.6429 2.6373 -3.2545 0.000 0.009 -0.009 0.0934
H -7.8194 2.0135 -4.2452 0.008 0.001 -0.005 0.1017
H -7.9036 0.9618 -6.4796 0.006 -0.006 0.006 0.1012
C -1.6092 -2.4927 -5.5761 -0.012 0.035 0.003 -0.0990
C -0.7038 -3.4775 -5.9468 0.014 0.001 -0.014 -0.1004
C -0.0968 -4.2633 -4.9768 0.003 -0.007 0.013 -0.0984
C -0.4022 -4.0703 -3.6358 0.004 0.025 -0.039 -0.0892
C -1.3096 -3.0877 -3.2631 -0.070 0.047 -0.019 -0.0969
C -1.9100 -2.2964 -4.2350 0.060 -0.031 -0.030 -0.0933
H -2.0807 -1.8778 -6.3328 -0.004 -0.010 0.001 0.0953
H -0.4707 -3.6326 -6.9928 0.004 0.005 0.008 0.0988
H 0.6138 -5.0275 -5.2659 -0.013 -0.002 -0.004 0.0991
H 0.0679 -4.6875 -2.8799 -0.013 -0.002 -0.001 0.1006
H -1.5489 -2.9351 -2.2180 -0.037 -0.101 -0.054 0.0663
H -2.6151 -1.5257 -3.9462 -0.028 -0.018 -0.012 0.0945
C 9.0107 -4.6766 3.9274 0.000 -0.004 -0.010 -0.0974
C 8.1934 -3.6679 4.4185 -0.011 0.016 0.011 -0.1002
C 8.6770 -2.7858 5.3755 -0.005 0.002 -0.022 -0.1000
C 9.9814 -2.9075 5.8343 -0.004 0.006 0.004 -0.0972
C 10.7997 -3.9140 5.3405 0.009 -0.004 0.009 -0.0983
C 10.3134 -4.8011 4.3901 -0.001 0.005 -0.006 -0.0983
H 8.6323 -5.3663 3.1836 0.000 0.004 0.006 0.0999
H 7.1778 -3.5696 4.0552 0.001 -0.012 0.013 0.0940
H 8.0375 -2.0027 5.7634 0.006 0.000 -0.006 0.0964
H 10.3602 -2.2171 6.5772 -0.003 -0.007 -0.002 0.1000
H 11.8175 -4.0077 5.6975 -0.009 -0.003 0.002 0.0997
H 10.9502 -5.5893 4.0090 -0.001 0.008 -0.002 0.0997

Entry 2:
19
Properties=species:S:1:pos:R:3:forces:R:3:lowdin_charge:R:1 method="wB97M-V/def2-TZVPD" e_tot_ev=-8460.0667 orbital_gap_ev=8.14 e_homo_ev=-7.4 relative_energy_kj_mol=413.66
C -2.0062 -0.3767 -0.8649 -0.041 -0.051 -0.049 -0.0969
C -1.1663 0.5867 -0.0259 -0.023 0.046 0.058 -0.1916
C 0.2785 0.1431 0.1345 -0.112 0.130 -0.148 -0.5083
C 0.9503 -0.1960 -1.1942 0.030 -0.135 0.019 -0.0300
C 1.1874 0.9366 1.0686 0.076 0.082 -0.095 -0.2085
C 1.8559 -0.3684 1.5257 0.088 0.177 0.337 0.0016
O 0.2746 -1.0374 1.0958 0.197 -0.172 -0.404 -0.0608
H -1.9306 -1.4008 -0.4797 -0.031 0.153 -0.037 0.0766
H -1.6889 -0.3883 -1.9134 -0.042 0.008 0.173 0.0707
H -3.0634 -0.0965 -0.8439 0.147 -0.018 0.016 0.0742
H -1.5935 0.6796 0.9774 0.017 0.040 -0.094 0.1174
H -1.1774 1.5913 -0.4746 0.087 -0.207 0.092 0.1279
H 0.6380 -1.1808 -1.5584 0.000 0.084 0.020 0.0882
H 0.6597 0.5319 -1.9652 0.020 -0.094 0.293 0.0974
H 2.0371 -0.1944 -1.0894 -0.186 -0.066 0.051 0.0816
H 0.5843 1.5137 1.7898 0.158 -0.185 -0.027 0.1057
H 1.8895 1.6150 0.5715 -0.203 -0.079 -0.059 0.1084
H 1.8124 -0.4826 2.6170 -0.160 0.065 -0.029 0.0186
H 0.4749 -1.8779 0.6593 -0.022 0.221 -0.118 0.1277

Entry 3:
12
Properties=species:S:1:pos:R:3:forces:R:3:lowdin_charge:R:1 method="wB97M-V/def2-TZVPD" e_tot_ev=-8679.7667 orbital_gap_ev=10.97 e_homo_ev=-14.3 relative_energy_kj_mol=332.92 total_charge=+1
C 0.8642 0.5157 0.9735 -1.540 1.259 0.076 -0.0790
C -0.6685 -1.4955 -2.1619 -0.156 -0.329 -0.505 -0.0636
N -0.0674 1.2135 1.1067 1.639 -0.985 -0.230 0.0842
N 1.7403 -0.3073 0.5686 0.857 -0.849 -0.332 0.2076
N -1.0180 1.8432 1.6929 -1.079 0.795 0.422 0.1278
O -0.2553 -1.0161 -1.1401 0.115 0.086 0.260 -0.0318
H -0.1373 -2.3009 -2.6890 0.109 -0.028 0.063 0.0980
H -1.6029 -1.1638 -2.6330 -0.086 0.144 0.103 0.0965
H 2.7275 -0.1693 0.7490 -0.153 0.003 0.084 0.1517
H 1.4332 -1.0539 -0.0630 -0.031 0.202 0.104 0.1194
H -1.5115 2.5245 1.1268 0.145 -0.210 0.146 0.1429
H -1.5043 1.4099 2.4696 0.181 -0.088 -0.190 0.1463

Entry 4:
110
Properties=species:S:1:pos:R:3:forces:R:3:lowdin_charge:R:1 method="wB97M-V/def2-TZVPD" e_tot_ev=-132953.6772 orbital_gap_ev=6.81 e_homo_ev=-5.1 relative_energy_kj_mol=0.00 total_charge=-1
Ca -0.1287 -0.2516 -1.3070 0.009 -0.180 0.248 1.1269
C -3.2405 -0.5254 3.5605 -0.002 0.003 0.027 -0.1253
C -2.5114 -1.8681 3.4315 0.037 -0.007 -0.030 -0.5507
C -2.1173 -2.4576 4.7889 -0.020 -0.009 -0.012 -0.0946
P -1.2049 -1.8391 2.1249 0.033 0.028 0.011 0.8055
C -0.5155 -3.5424 1.9682 -0.003 0.050 -0.049 -0.5542
C -1.6149 -4.6024 1.9310 0.008 -0.029 0.011 -0.1231
C 0.5698 -3.8789 2.9891 -0.004 -0.016 0.008 -0.0823
C 0.1574 -0.7863 2.6135 -0.061 -0.020 0.044 -0.3102
C 0.1534 -0.1337 3.8501 -0.009 0.008 0.004 -0.1171
C 1.3106 0.3636 4.4127 0.003 -0.012 -0.002 -0.1088
C 2.5135 0.1118 3.7496 -0.012 0.000 -0.020 -0.0915
C 2.5413 -0.4815 2.5093 0.000 -0.003 0.066 -0.0454
C 1.3462 -0.8382 1.8177 0.085 0.058 -0.032 -0.3468
N 1.2472 -1.2714 0.5463 -0.071 0.010 0.003 -0.0548
C 2.3546 -1.3158 -0.3157 -0.043 0.094 -0.068 -0.3409
C 3.3617 -0.3291 -0.3131 0.028 -0.020 0.006 -0.0707
C 4.3550 -0.2944 -1.2660 0.004 -0.009 -0.011 -0.0716
C 4.3945 -1.2474 -2.2751 0.005 0.005 0.015 -0.0770
C 3.3978 -2.1990 -2.3230 -0.019 0.002 -0.035 -0.1066
C 2.3633 -2.2545 -1.3795 -0.026 -0.007 0.011 -0.3030
P 0.9375 -3.3997 -1.5521 -0.040 0.118 -0.009 1.0821
C 1.6649 -5.1107 -1.6414 -0.017 0.004 0.006 -0.5401
C 1.8078 -5.6099 -0.2002 0.001 -0.022 -0.020 -0.1377
C 2.9709 -5.3371 -2.3973 0.006 -0.041 0.013 -0.1213
C 0.2238 -3.0468 -3.2402 0.016 -0.029 -0.014 -0.5398
C -1.1032 -3.8354 -3.3284 0.002 0.043 -0.009 -0.1260
C 1.0468 -3.1937 -4.5193 -0.014 -0.050 0.028 -0.1028
H -4.1629 -0.6697 4.1257 -0.004 -0.002 -0.001 0.0852
H -3.5129 -0.1222 2.5836 0.004 -0.003 -0.005 0.0336
H -2.6483 0.2191 4.0937 -0.029 -0.016 -0.027 0.0594
H -3.2224 -2.5607 2.9670 -0.029 0.002 0.019 0.0851
H -1.2670 -1.9522 5.2413 0.029 0.041 0.005 0.0690
H -1.8685 -3.5150 4.7076 0.002 0.025 0.000 0.0549
H -2.9632 -2.3694 5.4749 -0.004 -0.006 -0.005 0.0820
H -0.0562 -3.4949 0.9741 -0.002 -0.009 0.031 0.0234
H -2.1227 -4.7087 2.8925 0.012 0.001 -0.015 0.0658
H -1.1632 -5.5690 1.6953 -0.014 0.007 0.002 0.0745
H -2.3610 -4.3941 1.1646 -0.016 0.001 -0.002 0.0395
H 0.1775 -3.9341 4.0057 -0.001 0.004 0.002 0.0670
H 1.3786 -3.1507 2.9774 0.010 0.003 0.002 0.0696
H 0.9929 -4.8564 2.7432 -0.011 0.004 -0.001 0.0739
H -0.7690 -0.0351 4.4013 0.021 -0.027 0.010 0.0734
H 1.2880 0.8730 5.3662 -0.003 -0.001 0.001 0.0932
H 3.4521 0.3903 4.2155 0.003 -0.003 -0.002 0.1013
H 3.4962 -0.6756 2.0469 -0.002 -0.022 0.026 0.0958
H 3.3203 0.4619 0.4204 -0.011 0.015 -0.030 0.0929
H 5.0859 0.5046 -1.2407 0.002 0.001 -0.008 0.1082
H 5.1620 -1.2196 -3.0368 0.002 0.001 0.001 0.1043
H 3.4123 -2.9148 -3.1304 -0.013 0.048 0.015 0.0764
H 0.8712 -5.6878 -2.1295 0.012 -0.020 0.001 0.0991
H 2.4897 -4.9653 0.3627 0.002 0.003 -0.001 0.0797
H 2.2159 -6.6239 -0.1803 0.001 -0.003 0.003 0.0752
H 0.8475 -5.6141 0.3176 0.011 -0.002 -0.010 0.0458
H 3.7982 -4.8228 -1.9053 -0.012 -0.010 -0.002 0.0741
H 2.9265 -4.9978 -3.4306 -0.003 -0.020 0.009 0.0529
H 3.2041 -6.4059 -2.4056 0.005 -0.002 0.001 0.0756
H -0.0234 -1.9783 -3.1967 -0.055 0.031 -0.065 0.0518
H -1.1377 -4.6748 -2.6294 0.013 -0.034 -0.012 0.0524
H -1.2363 -4.2409 -4.3326 -0.016 0.020 -0.008 0.0760
H -1.9679 -3.2062 -3.1093 0.048 -0.041 0.011 -0.0132
H 1.3337 -4.2340 -4.6897 0.006 0.006 -0.004 0.0685
H 1.9320 -2.5622 -4.5230 0.016 0.011 0.010 0.0580
H 0.4325 -2.8741 -5.3636 0.003 -0.016 -0.002 0.0849
O -1.7389 0.9271 -2.3712 0.053 0.000 0.041 -0.3532
N -1.4268 1.7986 -3.2507 -0.366 -0.086 0.028 -0.1187
C -2.3281 2.7162 -3.4879 -0.035 0.137 0.112 -0.2916
C -2.0654 3.7682 -4.4222 -0.053 -0.098 0.070 -0.1995
N -1.9317 4.6589 -5.1374 0.013 0.010 -0.015 0.1654
C -3.5316 2.7796 -2.7027 0.146 -0.016 -0.042 -0.1891
N -4.4567 2.8797 -2.0266 -0.041 0.043 0.001 0.1709
I -2.7094 -1.6094 0.0280 0.018 -0.031 -0.014 0.4656
I -4.5221 -1.7362 -2.3266 -0.040 0.011 -0.006 -0.1940
F 0.5314 2.3193 -5.6261 0.007 0.069 -0.198 -0.3414
Te 1.1753 1.4902 -4.1099 0.209 -0.090 -0.084 1.7864
F 2.2194 0.3501 -5.1818 0.072 -0.112 -0.029 -0.3927
F 2.7866 2.4440 -4.2254 0.146 0.083 0.035 -0.3909
F 0.7116 3.1352 -3.2687 -0.121 -0.035 -0.004 -0.3975
F -0.0777 0.1190 -4.5696 -0.116 0.131 0.054 -0.4020
O 1.4242 0.6962 -2.5181 0.241 0.127 -0.001 -0.7046
C -0.0499 6.3616 -2.4261 -0.046 0.036 0.001 -0.0400
C -0.6580 6.1914 -1.0612 -0.016 -0.031 -0.025 -0.2561
C -0.0775 6.7468 0.0744 0.015 0.007 0.003 -0.0442
C -0.6087 6.5233 1.3366 -0.021 0.072 -0.027 -0.0461
C -1.7533 5.7546 1.4866 -0.082 0.133 -0.027 -0.2796
N -2.2636 5.5292 2.7987 -0.062 0.101 -0.080 0.1321
C -2.8085 4.3796 3.3073 0.436 -0.079 0.431 -0.5455
O -3.5585 4.3921 4.2692 -0.197 0.057 -0.169 0.0465
N -2.3952 3.1856 2.7540 -0.141 -0.085 -0.105 0.1521
C -1.2296 2.9143 2.0174 -0.048 -0.028 -0.072 -0.2312
C -0.0249 3.5581 2.2565 0.119 -0.023 0.103 -0.0048
C 1.0559 3.2820 1.4396 -0.008 -0.046 -0.030 -0.0208
C 0.9160 2.3386 0.4361 -0.075 0.030 0.037 -0.1171
N -0.2248 1.6734 0.2484 0.052 -0.105 -0.079 -0.0019
C -1.2774 1.9699 1.0032 0.001 0.029 -0.031 -0.0829
C -2.3746 5.2310 0.3607 -0.028 0.025 -0.022 -0.0087
C -1.8209 5.4420 -0.8914 0.005 -0.001 0.046 -0.0109
H 0.6065 7.2316 -2.4600 0.004 0.004 0.007 0.0738
H -0.8156 6.4699 -3.1957 0.016 0.000 0.046 0.0692
H 0.5350 5.4811 -2.6947 0.024 -0.039 -0.004 0.0681
H 0.8162 7.3518 -0.0275 0.007 -0.007 0.004 0.1085
H -0.1271 6.9363 2.2156 0.008 -0.003 0.009 0.1119
H -2.5306 6.3359 3.3389 -0.026 0.033 -0.005 0.1496
H -2.9605 2.4071 3.0516 0.010 -0.023 -0.006 0.1322
H 0.0497 4.2843 3.0565 0.010 -0.059 -0.033 0.1247
H 1.9985 3.7934 1.5759 0.003 0.002 -0.004 0.1132
H 1.7188 2.1134 -0.2556 0.031 -0.028 0.003 0.1036
H -2.2073 1.4565 0.7746 0.013 -0.004 0.008 0.0940
H -3.2877 4.6558 0.4555 0.005 -0.030 0.001 0.1213
H -2.3184 5.0289 -1.7570 -0.014 -0.041 -0.066 0.0940